(1)
# C32H48BBrN7S3SiV

C32H48BBrN7S3SiV as an isolated structure in a non-equilibrium geometry (ωB97M-V with the def2-TZVPD basis set, OMol25).

Geometry as XYZ:
```
94
Properties=species:S:1:pos:R:3:forces:R:3
V 0.6193 0.9706 -1.9812 0.96 0.04 0.83
N -2.4917 3.7102 -1.2566 2.16 -2.84 -1.20
C -2.0851 4.8160 -0.5454 0.11 3.22 0.24
C -3.0720 5.7422 -0.1134 1.33 -2.41 -0.38
C -2.7091 6.9757 0.3059 -0.77 1.49 0.70
C -1.3812 7.3571 0.4146 0.71 0.18 -0.50
C -0.3907 6.4705 0.0168 -0.42 -0.31 0.14
C -0.7452 5.2555 -0.5226 -0.90 -0.93 -0.07
S 0.5910 4.3660 -1.2648 -0.48 -0.16 -0.14
N -0.2376 2.9410 -1.7085 -2.43 -1.96 -0.55
C -1.5706 2.7867 -1.7310 0.35 1.98 1.26
C -2.1782 1.5534 -2.2726 0.24 -2.01 -0.24
C -3.5302 1.1839 -2.1657 0.94 0.76 -0.44
C -3.9775 0.0650 -2.8490 -1.24 -0.74 0.12
C -3.0548 -0.7693 -3.4744 -0.87 -0.36 -1.44
C -1.7418 -0.3688 -3.5760 -0.93 1.49 2.71
N -1.2884 0.7066 -2.8727 -0.70 0.38 -0.73
H -3.4517 3.4293 -1.3166 -0.19 0.43 0.16
H -4.0960 5.4284 -0.0689 -0.45 -0.01 -0.27
H -3.5781 7.6081 0.5183 0.80 0.28 0.23
H -1.0214 8.3445 0.6576 -0.52 0.20 0.40
H 0.6707 6.6697 0.0673 -0.01 0.52 0.07
H -4.2079 1.7883 -1.5906 -0.33 0.03 -0.06
H -5.0870 -0.1713 -2.9116 1.63 0.25 0.36
H -3.3852 -1.6772 -4.0311 0.27 0.89 0.57
H -1.0438 -0.9187 -4.0974 1.56 -1.09 -0.97
C 3.2570 1.9989 2.6958 -0.74 -1.07 0.73
N 3.8094 1.1305 1.6604 0.72 -1.45 -0.07
C 4.9749 0.4056 1.8749 0.09 -0.51 -0.86
C 5.3176 -0.1709 0.6638 -0.60 0.78 0.27
N 4.3659 0.1937 -0.2598 -0.31 0.07 0.90
B 4.4948 -0.2689 -1.7550 -0.07 -0.42 -0.34
N 4.1500 0.8289 -2.8414 -0.35 -0.02 -0.34
C 4.8117 1.9960 -3.1682 0.33 -0.29 0.83
C 4.1569 2.6269 -4.1514 -1.23 0.09 -0.67
N 3.0591 1.8342 -4.4662 0.06 -1.50 0.29
C 2.0183 2.0208 -5.4683 -0.08 -0.26 -0.35
C 3.0817 0.7367 -3.6673 1.20 1.40 1.02
S 1.7893 -0.3770 -3.5107 -1.17 -0.20 0.03
C 3.3923 0.8728 0.3934 2.34 -0.09 -0.23
S 2.1435 1.6828 -0.3512 -2.01 1.33 -0.91
H 3.9701 1.9338 3.5531 -0.85 0.08 -0.61
H 2.2249 1.6199 2.9805 1.27 0.71 -0.21
H 3.2415 3.0158 2.3379 -0.24 0.30 -0.08
H 5.3727 0.2925 2.8810 0.09 0.19 -0.50
H 6.1085 -0.7781 0.2549 0.27 0.00 0.71
H 5.5813 -0.7198 -1.9593 0.33 0.42 0.23
H 3.7480 -1.1676 -1.9053 -0.52 -0.24 -0.14
H 5.6811 2.3611 -2.6485 0.07 -0.31 0.07
H 4.2803 3.6048 -4.5818 0.21 -0.11 -0.19
H 2.2894 2.9424 -5.9095 -0.18 1.11 -0.71
H 1.0449 2.1219 -4.9550 0.38 -0.19 -0.51
H 2.0026 1.2615 -6.3078 0.09 0.55 1.37
C -3.6025 -1.9175 0.7239 0.22 -0.02 -0.73
C -2.6401 -3.1016 0.8945 0.96 0.76 1.09
C -2.5698 -3.9890 -0.3661 0.49 0.00 0.16
C -3.1142 -3.9944 2.0481 -0.67 -0.48 -0.30
Si -1.0494 -2.3344 1.7423 -0.04 -0.98 -1.75
Br -0.8108 -0.2503 0.6101 0.09 0.28 -0.55
C -1.0898 -1.7143 3.5865 0.18 0.34 -0.75
C -2.4318 -1.0416 3.9335 -1.77 -0.39 0.25
C 0.1353 -0.7948 3.7657 0.14 -0.36 -1.17
C -0.8656 -2.9015 4.5262 -1.52 -1.99 -2.15
C 0.3919 -3.4188 1.0486 -0.58 -0.63 0.33
C 1.7345 -3.0900 1.7215 -0.26 -1.36 0.06
C 0.5246 -3.3212 -0.4981 1.02 -0.01 0.63
C 0.0745 -4.9432 1.3463 -0.48 0.15 0.85
H -4.5905 -2.3011 0.6182 -1.08 -0.35 -0.09
H -3.3847 -1.3610 -0.1984 0.09 -0.11 0.20
H -3.6288 -1.1894 1.5318 0.18 -0.11 0.15
H -3.5649 -4.3526 -0.6167 -0.30 -0.06 0.25
H -1.9364 -4.8877 -0.1772 -0.69 0.88 -0.40
H -2.2359 -3.4755 -1.2756 0.20 0.05 0.28
H -4.1790 -4.1350 1.9071 -0.45 -0.19 0.22
H -2.9609 -3.5746 3.0248 -0.16 0.23 0.38
H -2.6783 -4.9934 2.0789 0.17 0.11 -0.26
H -2.7398 -0.0490 3.4955 0.93 -0.93 0.15
H -2.4968 -0.9312 5.0406 0.12 0.04 -0.63
H -3.2928 -1.7511 3.6614 1.15 1.02 0.51
H 0.2528 -0.1560 2.8844 0.00 0.40 0.61
H 1.0417 -1.3920 3.7988 0.13 -0.26 0.04
H 0.1262 -0.2455 4.6852 -0.37 0.52 0.51
H -1.8442 -3.5189 4.5606 1.79 0.87 0.59
H -0.5241 -2.5401 5.4563 0.04 0.19 1.34
H -0.0734 -3.5618 4.0963 -0.51 0.32 0.51
H 1.9248 -2.0437 1.7866 0.44 0.87 -0.27
H 2.5250 -3.6480 1.1991 0.03 0.46 0.01
H 1.7553 -3.4849 2.7400 -0.11 0.12 0.09
H 0.3623 -2.3422 -0.8668 -0.54 1.23 -0.37
H -0.0747 -4.0084 -1.0761 -0.12 -0.18 0.13
H 1.5772 -3.4618 -0.7564 0.03 -0.48 0.01
H -0.5490 -5.1996 2.2448 0.68 0.65 -0.46
H 1.0427 -5.4012 1.5204 0.04 -0.46 -0.19
H -0.4641 -5.4443 0.5342 0.64 0.15 0.13
```
Positions in Å, forces in eV/Å.

⟨S²⟩ = 2.08
largest force on an atom = 3.76 eV Å⁻¹
E_LUMO (alpha / beta) = -7.178 / -6.730 eV
multiplicity = 3
total energy = -6657.97824 Ha
total charge = +2
Kohn-Sham gap (alpha / beta) = 5.52 / 6.01 eV
energy relative to the best compared isomer or geometry (same formula, charge and spin) = 0.0 kcal per mole

***

(2)
# C4H7N2OS

An isolated ion of composition C4H7N2OS and charge +1 in a non-equilibrium geometry (ωB97M-V with the def2-TZVPD basis set, OMol25).

Geometry as XYZ:
```
15
Properties=species:S:1:pos:R:3:forces:R:3
C -0.0880 0.5988 0.3622 2.47 0.18 0.83
C 1.7520 -1.5648 -1.9353 -0.62 -0.60 1.12
C 0.8123 -0.2231 -1.5846 1.81 0.01 1.39
C -0.9376 0.6798 1.5593 0.00 1.37 -1.13
N 0.9324 1.4657 0.1670 -1.69 -1.07 0.67
N -0.1104 -0.3635 -0.5601 -0.49 1.38 -1.09
O 2.3022 -1.5578 -0.7677 -1.02 0.24 0.04
S 1.7518 1.1908 -1.2947 -0.72 -0.04 -0.47
H 0.9990 -2.3130 -2.1910 0.14 -0.36 -0.18
H 2.3716 -1.2495 -2.7118 0.86 0.28 -1.92
H -0.4276 1.2853 2.2554 0.55 1.08 0.80
H -1.1632 -0.1750 2.1326 -0.53 -1.48 -0.20
H -1.7783 1.2561 1.1891 -0.79 -0.13 0.51
H 1.1535 2.1835 0.8663 0.00 -0.33 -0.57
H -0.9475 -0.9082 -0.7064 0.03 -0.52 0.21
```
Positions in Å, forces in eV/Å.

largest force on an atom = 2.61 eV Å⁻¹
E_LUMO (alpha / beta) = -5.163 / -5.164 eV
total energy = -739.18447 Ha
total charge = +1
Kohn-Sham gap (alpha / beta) = 8.00 / 8.01 eV
energy relative to the best compared isomer or geometry (same formula, charge and spin) = 75.0 kcal per mole

***

(3)
# C19H29BF2O2P

A 3-piece molecular cluster, C19H29BF2O2P overall in a non-equilibrium geometry (ωB97M-V with the def2-TZVPD basis set, OMol25).

Geometry as XYZ:
```
54
Properties=species:S:1:pos:R:3:forces:R:3
C 1.3110 0.7843 0.4840 -0.37 -1.67 -1.93
C 1.2475 -0.1802 -0.5530 -1.07 2.58 2.10
P 2.0813 -1.9080 -0.4461 -0.53 -0.90 0.01
C 0.3677 -2.8483 -0.3334 -0.06 -0.92 0.76
C -0.5089 -2.3323 0.8652 -0.47 -0.45 -0.02
C -1.9228 -1.7218 0.5183 -0.42 0.23 0.50
C -2.0969 -1.1154 -0.9135 -1.24 -0.38 0.14
C -3.0844 -2.7583 0.8592 0.95 0.69 0.36
B 3.0938 -3.5848 -0.4028 1.07 -0.59 0.12
O 2.9055 -4.6502 -1.3655 -0.01 0.66 1.45
O 4.0768 -3.7113 0.6595 -1.50 -0.62 -0.88
H 0.9871 0.4246 1.4920 1.66 0.36 -0.43
H 1.6458 1.8417 0.3167 -1.39 -0.66 0.14
H 0.7118 0.1008 -1.5035 1.80 0.15 0.12
H 2.0667 -1.9962 -1.8998 -0.17 0.39 -0.50
H 3.3762 -1.2075 -0.4310 0.11 0.40 -0.21
H 2.1276 -1.8845 1.0195 -0.20 0.27 0.28
H 0.6645 -3.9151 -0.0786 -0.41 0.87 -0.35
H -0.1448 -2.9095 -1.3256 0.23 0.25 0.78
H -0.7031 -3.2120 1.5484 0.14 0.89 -0.52
H 0.0427 -1.5946 1.5132 -0.18 -0.61 -0.88
H -2.0928 -0.8728 1.2463 0.18 -0.67 -0.71
H -3.1508 -0.7055 -0.9673 0.94 -0.31 0.06
H -2.0741 -1.9317 -1.6880 0.31 0.89 0.60
H -1.4247 -0.2634 -1.1548 -0.19 -0.89 0.22
H -2.9580 -3.0007 1.9505 -0.24 0.03 -0.96
H -2.9637 -3.7045 0.2782 -0.29 0.74 0.30
H -4.0799 -2.2696 0.7387 0.68 -0.65 -0.16
H 2.5307 -5.4270 -0.9267 0.30 -0.04 -0.21
H 3.8689 -4.4966 1.1878 0.45 0.01 -0.19
F -5.3414 -0.4141 1.5172 -0.11 -0.03 -0.01
C -4.9823 0.8227 1.8956 0.19 0.54 0.16
C -5.5839 1.9166 1.2981 -0.15 -0.04 -0.13
C -5.2140 3.1960 1.6939 0.18 -0.16 0.18
C -4.2412 3.3660 2.6733 -0.02 0.07 0.00
C -3.6417 2.2579 3.2614 -0.21 0.05 -0.17
C -4.0174 0.9777 2.8751 0.08 -0.18 0.10
H -6.3331 1.7638 0.5313 0.03 -0.04 0.02
H -5.6830 4.0598 1.2387 0.02 -0.06 -0.01
H -3.9503 4.3646 2.9776 0.00 -0.06 -0.02
H -2.8808 2.3910 4.0206 -0.03 -0.04 -0.04
H -3.5672 0.1030 3.3274 0.00 0.00 -0.08
F 5.0475 5.5338 -1.9577 0.06 0.17 0.01
C 4.5884 4.2774 -2.1459 -0.25 -0.69 -0.07
C 4.0099 3.9414 -3.3573 0.01 0.22 -0.13
C 3.5409 2.6462 -3.5494 0.14 0.04 0.33
C 3.6500 1.7111 -2.5263 -0.16 -0.25 -0.37
C 4.2270 2.0600 -1.3182 0.13 0.18 0.08
C 4.7048 3.3509 -1.1234 0.09 0.16 0.07
H 3.9278 4.6878 -4.1383 0.03 0.01 0.05
H 3.0906 2.3675 -4.4946 0.01 0.04 0.04
H 3.2805 0.7030 -2.6755 -0.01 0.03 0.12
H 4.3030 1.3257 -0.5248 -0.08 -0.01 -0.05
H 5.1652 3.6404 -0.1866 -0.02 0.03 -0.03
```
Positions in Å, forces in eV/Å.

largest force on an atom = 3.49 eV Å⁻¹
E_LUMO = 2.664 eV
total energy = -1457.67009 Ha
total charge = -1
Kohn-Sham gap = 5.87 eV
energy relative to the best compared isomer or geometry (same formula, charge and spin) = 0.0 kcal per mole

***

(4)
# C24H45F3FeN6O13S

C24H45F3FeN6O13S as an isolated structure in a non-equilibrium geometry (ωB97M-V with the def2-TZVPD basis set, OMol25).

Geometry as XYZ:
```
93
Properties=species:S:1:pos:R:3:forces:R:3
Fe 2.1192 -3.7649 -3.2349 2.59 -0.77 -0.32
O 3.4999 -4.6980 -0.7971 -0.62 0.61 -0.95
H 3.9277 -4.0640 -0.1891 -0.52 -0.12 -0.60
O 3.8302 -5.8133 -5.1963 -0.18 1.25 -0.82
C 4.0718 -5.4119 -6.4943 -1.13 -0.62 1.31
C 3.8758 -3.8294 -6.9552 -0.35 1.66 1.78
O 3.1780 -2.9984 -6.0781 0.11 -1.07 -0.31
H 3.3732 -5.9026 -7.1721 -0.66 -0.26 -0.35
H 5.0375 -5.8119 -6.8034 0.83 0.64 -0.21
H 3.4957 -3.7487 -7.9736 -1.24 -0.93 -0.38
H 4.8209 -3.3435 -7.1973 1.26 -0.21 0.88
C -0.7555 0.6785 -1.8983 1.93 1.06 0.26
F -1.2666 1.8693 -1.4709 0.01 -0.57 -0.81
F -1.4290 -0.2551 -1.2043 0.24 0.05 -1.07
F -0.8893 0.5694 -3.2603 -0.81 -0.15 1.74
S 1.1599 0.6736 -1.5707 3.09 1.76 2.06
O 1.7969 1.6211 -2.4843 -1.72 -0.09 -0.15
O 1.4348 1.0897 -0.1626 -1.90 -0.59 -1.59
O 1.5860 -0.6713 -1.8229 -0.91 -1.58 -0.45
C 2.2799 8.2673 -1.3374 1.08 1.80 0.41
O 3.1150 9.1869 -1.2766 -1.04 -1.49 -0.24
N 1.5068 7.8680 -0.3306 -2.14 -0.53 2.92
C 0.4383 6.8000 -0.4880 2.92 0.95 -1.14
C 1.5436 8.2300 1.1462 1.21 -0.09 -1.20
H 2.0371 7.6917 -2.2440 0.30 0.18 -0.21
H 0.7006 5.9941 0.1975 -0.66 0.11 0.21
H 0.7343 6.4341 -1.4712 -1.06 -0.43 -0.21
H -0.5548 7.2455 -0.4302 0.09 -0.37 0.10
H 2.1012 9.1003 1.4923 -0.24 0.57 -1.03
H 0.5131 8.2903 1.4963 0.23 -0.22 0.11
H 2.1538 7.4602 1.6185 -0.67 -0.55 0.25
C -5.9893 -5.4151 -1.0750 1.29 -1.09 -0.58
O -4.8463 -5.7328 -0.8249 0.39 0.23 0.87
N -6.7929 -4.6690 -0.3066 -3.02 0.35 -0.41
C -8.0003 -4.0110 -0.9954 1.71 -0.72 0.69
C -6.3172 -4.0512 0.9355 1.08 -0.01 -0.69
H -6.3504 -5.8514 -2.0191 -1.03 0.62 0.03
H -8.1590 -4.4183 -1.9939 0.36 -0.20 0.10
H -7.7172 -2.9654 -1.1162 -0.52 0.17 0.12
H -8.9325 -4.1756 -0.4549 0.24 0.27 0.31
H -5.7164 -4.6836 1.5891 -0.20 -0.70 -0.47
H -5.5805 -3.3355 0.5705 -0.18 0.82 0.66
H -7.1022 -3.6603 1.5828 -0.16 0.26 -0.63
C -9.5194 0.6827 -2.7136 1.42 0.07 0.65
O -10.2153 0.2741 -3.6068 -0.36 -0.15 -0.51
N -8.1607 0.8211 -2.7457 1.10 -0.12 -0.40
C -7.3606 1.3073 -1.5667 -1.53 -0.23 -0.39
C -7.3565 0.4752 -3.9500 -0.09 0.82 -0.23
H -9.9009 0.9607 -1.7189 -0.25 0.15 0.06
H -6.3754 1.6084 -1.9227 -0.17 -0.14 0.30
H -7.3413 0.5930 -0.7435 0.56 -0.54 -0.36
H -7.8749 2.1343 -1.0772 0.07 0.47 -0.45
H -6.9508 -0.5345 -4.0125 -0.11 -0.09 0.57
H -7.8390 0.6452 -4.9125 -0.85 -0.08 0.39
H -6.5377 1.1913 -4.0215 0.25 -0.19 0.37
C 7.2070 0.5111 -0.5334 1.01 -1.11 1.44
O 7.6513 0.5510 0.6433 -0.52 0.74 -3.09
N 7.8390 0.7929 -1.7316 -0.44 1.47 1.82
C 9.1119 1.5262 -1.7743 0.21 -1.84 0.73
C 7.1824 0.4331 -2.9774 -0.40 0.58 0.08
H 6.2382 0.0245 -0.7249 -0.08 0.26 0.05
H 9.7556 0.8019 -2.2735 0.51 0.76 -0.85
H 9.5863 1.5491 -0.7933 -0.60 0.08 0.35
H 9.1026 2.5527 -2.1408 -0.30 -0.29 -0.51
H 7.1727 1.2390 -3.7112 0.80 0.14 -0.06
H 7.6346 -0.4742 -3.3781 -0.34 0.01 -0.22
H 6.1044 0.3766 -2.8263 0.06 -0.83 0.31
C 3.3207 -2.2183 3.6407 -0.41 -1.28 0.62
O 3.0807 -3.4071 3.4995 0.09 0.49 -0.01
N 4.2021 -1.7607 4.5562 2.02 2.02 0.99
C 4.5766 -0.2989 4.6702 -1.28 -1.73 -0.26
C 5.0229 -2.6269 5.4288 -0.87 -1.03 -0.70
H 2.7314 -1.4404 3.1310 0.38 0.14 -0.19
H 5.6465 -0.1495 4.5248 -0.10 -0.05 0.03
H 4.2378 -0.0122 5.6658 0.30 0.49 -0.01
H 4.0125 0.2409 3.9097 0.12 0.13 0.09
H 5.4128 -3.4655 4.8519 0.27 0.16 -0.21
H 5.8339 -2.1280 5.9593 -0.16 0.43 -0.48
H 4.4323 -3.1380 6.1891 -0.41 0.24 0.13
C -2.5158 -1.4395 4.8939 1.18 -0.98 0.97
C -1.6039 -0.6561 4.1551 -2.38 -2.01 1.25
C -1.4424 0.6120 4.5862 1.39 2.46 -0.09
C -1.9173 1.1511 5.8238 -1.29 -1.91 -1.89
C -2.8186 0.3044 6.5229 0.98 1.49 -0.06
C -3.0795 -1.0055 6.0855 0.77 1.47 0.11
N -1.6823 2.5782 6.1626 1.48 2.62 -1.33
O -1.1005 3.3534 5.3647 -0.73 -2.60 -0.02
O -2.0218 3.0610 7.2164 -1.05 -1.49 1.25
H -2.5576 -2.5066 4.7328 -0.34 -0.10 -0.57
H -1.1288 -1.1126 3.2994 0.09 0.50 -0.19
H -0.8819 1.1516 3.8372 0.38 1.01 0.66
H -3.2747 0.7300 7.4045 -0.02 -0.25 0.28
H -3.5703 -1.6476 6.8018 -0.41 -0.21 -0.43
```
Positions in Å, forces in eV/Å.

⟨S²⟩ = 6.02
largest force on an atom = 4.11 eV Å⁻¹
E_LUMO (alpha / beta) = 1.852 / 1.852 eV
multiplicity = 5
total energy = -4209.16092 Ha
total charge = -2
Kohn-Sham gap (alpha / beta) = 3.26 / 3.34 eV

***

Which value of total energy does entry 4 give? -4209.16092 Ha

***

The lowest total energy belongs to which entry? C32H48BBrN7S3SiV

***

The highest total energy belongs to which entry? C4H7N2OS

***

The lowest total charge belongs to which entry? C24H45F3FeN6O13S